Entry 1:
{"formula": "C4H7NO2", "method": "ωB97M-V/def2-TZVPD", "e_above_lowest_kcal_mol": 129.3, "e_tot_ev": -9841.6709, "homo_energy_ev": [-8.19, -8.20], "elements": ["O", "O", "N", "C", "C", "C", "C", "H", "H", "H", "H", "H", "H", "H"], "coordinates": [[1.292208, -0.660093, 2.360650], [-0.470432, 1.107462, 0.619995], [1.673658, -0.235724, 1.282711], [-1.827945, -0.712429, -0.282923], [1.618073, 0.685470, -1.062685], [1.164524, 0.269543, 0.267205], [-1.189008, 0.083380, 0.803120], [-2.911553, -0.547458, -0.237084], [-1.428812, -0.201440, 1.834074], [1.498486, 1.769676, -1.158928], [-1.452890, -0.421539, -1.258666], [2.666478, 0.435240, -1.202653], [1.029054, 0.208336, -1.846046], [-1.661841, -1.780425, -0.118769]], "atomic_forces_ev_per_a": [[0.071, -0.269, 1.272], [-1.972, -2.100, 0.273], [-2.327, 0.886, -2.958], [0.316, -0.049, 0.048], [-0.354, 0.667, -0.232], [3.727, -1.076, 1.464], [0.287, 2.005, 0.215], [0.131, 0.016, 0.024], [0.081, 0.058, 0.051], [0.041, -0.132, -0.128], [-0.019, 0.045, -0.102], [-0.013, -0.102, 0.086], [0.039, -0.007, -0.039], [-0.009, 0.057, 0.026]], "nbo_charge": [-0.474, -0.520, 0.084, -0.728, -0.680, 0.272, 0.445, 0.252, 0.161, 0.234, 0.230, 0.254, 0.224, 0.248]}


Entry 2:
{"formula": "C17H40CrFN3O3Y", "method": "ωB97M-V/def2-TZVPD", "charge": 4, "spin_multiplicity": 6, "e_tot_ev": -61027.7891, "homo_energy_ev": [-20.78, -21.18], "elements": ["Y", "Cr", "F", "O", "O", "O", "N", "N", "N", "C", "C", "C", "C", "C", "C", "C", "C", "C", "C", "C", "C", "C", "C", "C", "C", "C", "H", "H", "H", "H", "H", "H", "H", "H", "H", "H", "H", "H", "H", "H", "H", "H", "H", "H", "H", "H", "H", "H", "H", "H", "H", "H", "H", "H", "H", "H", "H", "H", "H", "H", "H", "H", "H", "H", "H", "H"], "coordinates": [[2.815122, 1.039304, -1.065348], [0.825723, -2.729918, -0.507054], [1.396403, -0.763892, -1.213652], [-0.256513, -3.478666, -2.107567], [1.105900, 2.558927, -0.099725], [1.677271, -2.134443, 1.356971], [-0.978034, -1.957017, 0.364579], [2.594616, -3.596206, -1.534503], [-0.252494, 2.862983, 0.454181], [-1.343049, 2.698113, -0.542582], [-2.680598, 2.733576, 0.298961], [0.672919, -1.721297, 2.207166], [2.986796, -5.131616, -3.263286], [-1.319796, 1.338885, -1.271904], [0.566393, -4.536515, -2.630932], [-0.688088, -2.442532, -3.110957], [2.008338, -4.021363, -2.773681], [-0.484478, -1.049058, 1.371703], [-1.434737, 3.866835, -1.568678], [-0.260922, 3.742290, 1.655422], [2.748282, -2.678955, 2.110017], [0.087498, 5.195064, 1.261180], [-1.806655, -0.707846, 2.112628], [-1.614358, 3.791498, 2.389017], [-2.794483, 3.791443, 1.467699], [0.663537, 3.164735, 2.789840], [3.400249, -3.237954, 1.438763], [-1.685825, -2.519921, 0.814321], [1.013827, -0.939389, 2.885766], [1.734692, 3.341818, 2.693109], [-0.938420, -1.561108, -2.520585], [-1.670812, 4.798665, -1.054804], [3.534798, -3.346645, -1.806289], [2.490578, -3.402455, 2.883472], [-0.094833, -0.181183, 0.839668], [2.119381, -3.148293, -3.416736], [2.606776, -5.662148, -4.136343], [0.112862, -2.037153, -3.729210], [-0.500770, 0.942352, -1.871953], [-1.522632, 0.146667, 2.726824], [-2.194654, -1.394701, 2.864820], [0.301095, -2.609828, 2.717413], [3.387524, -5.923356, -2.630314], [3.345546, -1.983383, 2.699550], [-1.687932, 4.729726, 2.938952], [0.451525, 3.443215, 3.822120], [0.866188, 5.143692, 0.500188], [-2.173557, 1.186510, -1.932197], [0.349044, 2.133127, 2.947892], [-1.610733, -1.284080, -0.044015], [-1.382520, 0.537700, -0.535520], [-1.952347, 3.613423, -2.493860], [-0.792659, 5.669181, 0.826842], [-0.406977, 4.206521, -1.696778], [0.398392, 5.746648, 2.148422], [-3.456148, 2.918410, -0.444317], [-2.887118, 4.767363, 0.991136], [0.130962, -4.834765, -3.584630], [-1.587207, -2.717424, -3.662424], [-2.999010, 1.785820, 0.733102], [3.849851, -4.546735, -3.581318], [-1.712834, 2.942296, 3.065222], [2.722109, -4.475231, -1.053706], [0.509103, -5.402782, -1.971851], [-2.573163, -0.221954, 1.508913], [-3.728945, 3.543028, 1.970856]], "atomic_forces_ev_per_a": [[-5.174, 0.202, 1.393], [-0.435, -0.524, -0.135], [2.586, 3.144, -0.127], [-0.146, 1.486, -0.345], [-0.901, -1.122, 0.430], [0.989, -0.009, -1.269], [0.519, -0.501, -1.364], [-1.063, 0.470, 2.189], [3.085, -0.681, -2.025], [-1.714, -0.296, 0.285], [-0.368, 0.442, 0.698], [-3.278, 1.649, 0.543], [-0.256, 0.634, -1.804], [0.180, -1.149, 0.554], [0.572, 0.497, -0.934], [0.055, 0.419, 1.187], [0.289, -2.455, -1.545], [-0.592, -0.885, 1.990], [2.313, 0.785, 1.491], [0.556, 0.268, 2.532], [1.913, -1.502, 0.512], [0.179, -0.546, -0.940], [1.944, 2.465, 1.936], [-1.108, -0.697, -0.662], [-0.159, -0.517, -2.368], [0.172, -0.508, -0.432], [0.027, 0.283, -0.143], [0.137, -1.087, 0.170], [0.261, -0.329, 0.387], [-0.017, -0.374, -0.415], [-0.335, -0.201, 0.354], [-1.497, -0.199, -0.155], [0.362, 0.470, 0.510], [-0.964, -0.159, -0.218], [0.156, 0.188, 0.246], [-0.596, -0.276, -0.545], [0.038, 0.182, -0.176], [0.216, -0.917, -0.294], [0.681, 1.065, -0.237], [-0.157, 0.262, 0.553], [0.032, -0.562, -0.576], [-0.197, 0.215, 0.470], [-0.619, 0.275, 0.851], [-0.209, 0.789, -0.510], [0.537, -0.218, 0.336], [-0.516, 1.308, -0.329], [0.212, 0.504, 0.189], [-0.267, 0.583, 0.211], [0.662, -0.635, -0.647], [-0.226, -0.402, -1.650], [-0.365, 0.182, 0.297], [-0.035, 0.192, 0.366], [0.102, 0.120, 0.045], [0.451, -0.595, -1.229], [0.075, -0.131, -0.106], [-0.034, 0.246, 0.010], [-0.290, 0.128, 0.169], [0.318, -0.122, -0.102], [0.360, -0.557, 0.000], [0.678, -0.429, -0.098], [0.315, -0.349, -0.325], [0.181, 0.071, 0.184], [0.410, -0.290, 0.718], [-0.079, 0.101, 0.267], [-0.041, -0.742, -0.496], [0.079, 0.342, 0.129]], "mulliken_spin": [0.070, 4.048, -0.017, -0.023, 0.095, -0.042, -0.039, -0.005, 0.693, -0.042, 0.024, -0.059, 0.001, 0.014, 0.018, 0.009, -0.011, 0.002, 0.079, -0.024, 0.013, 0.095, 0.014, 0.019, -0.012, 0.024, 0.000, 0.022, 0.006, -0.001, -0.005, -0.004, 0.006, -0.003, 0.017, -0.010, 0.000, -0.002, 0.002, -0.001, 0.001, -0.007, 0.000, 0.003, -0.003, 0.002, -0.002, 0.000, -0.006, 0.014, 0.011, 0.002, 0.000, -0.002, 0.002, -0.001, 0.001, 0.007, 0.002, -0.003, 0.000, 0.001, 0.011, -0.008, 0.000, 0.001]}


Entry 3:
{"formula": "C43H30Cl5OP2S3W", "method": "ωB97M-V/def2-TZVPD", "charge": 1, "spin_multiplicity": 3, "e_tot_ev": -162641.0165, "homo_energy_ev": [-10.07, -10.53], "elements": ["W", "Cl", "Cl", "Cl", "Cl", "Cl", "S", "S", "S", "P", "P", "O", "C", "C", "C", "C", "C", "C", "C", "C", "C", "C", "C", "C", "C", "C", "C", "C", "C", "C", "C", "C", "C", "C", "C", "C", "C", "C", "C", "C", "C", "C", "C", "C", "C", "C", "C", "C", "C", "C", "C", "C", "C", "C", "C", "H", "H", "H", "H", "H", "H", "H", "H", "H", "H", "H", "H", "H", "H", "H", "H", "H", "H", "H", "H", "H", "H", "H", "H", "H", "H", "H", "H", "H", "H"], "coordinates": [[0.085751, -0.396610, -0.987679], [-0.045093, -7.073328, -1.183738], [-2.064929, -2.089202, -0.817941], [-2.506925, -5.170313, -0.707699], [3.068319, -2.832872, -2.226160], [2.697039, -5.848289, -1.936004], [2.475073, -0.249186, -0.376224], [-2.316337, 0.448215, -3.139086], [0.335084, 2.183795, -0.597948], [-0.391481, 1.463364, 1.164959], [1.577077, -0.683910, 1.419626], [-1.688658, 0.534928, -1.730713], [-3.563598, 3.829516, -4.771175], [2.920903, -3.101458, 1.582703], [1.681343, -2.469736, 1.683106], [-1.116319, -0.417452, -4.094809], [0.211427, -0.439927, -3.690093], [-4.415945, 0.847357, 1.435084], [2.914016, 0.035125, 5.166075], [-3.506182, 2.556290, -4.216872], [3.551527, 0.903745, 2.597947], [-3.042237, 0.632695, 1.395735], [1.108565, 3.867367, 4.761778], [1.373009, -4.798402, -1.612481], [0.738498, -1.821516, -5.575627], [-2.176221, 1.709237, 1.256314], [-1.175165, 4.069777, -4.467224], [2.517440, -0.003286, 2.791604], [1.863065, -5.233289, 1.927024], [1.525158, -3.405217, -1.673714], [-0.949622, -4.547899, -1.070089], [-0.597117, -1.821016, -5.955584], [-2.683995, 3.004457, 1.162166], [1.184253, 3.430356, 2.396056], [-0.071907, -0.245129, 1.170682], [0.630946, -4.606673, 2.037826], [0.141162, -5.374527, -1.291988], [-1.537067, -1.120127, -5.211298], [-0.287050, 2.155890, 3.819888], [0.155846, 2.865532, 4.921828], [0.537110, -3.223712, 1.915364], [0.230043, 2.434614, 2.551366], [3.955594, 0.936601, 4.968566], [0.473110, -2.538899, -1.355929], [-4.918462, 2.135998, 1.333886], [3.012099, -4.478697, 1.703386], [-2.274244, 2.060326, -3.813425], [2.200012, -0.439316, 4.080198], [4.274646, 1.368437, 3.690336], [-2.403524, 4.577290, -4.892527], [-4.051316, 3.217472, 1.200825], [-1.100162, 2.801718, -3.926425], [1.617624, 4.151789, 3.503154], [1.145229, -1.130241, -4.443053], [-0.725561, -3.185836, -1.123580], [-0.243942, 2.646470, 5.903766], [-0.423614, -2.725061, 1.974709], [0.597429, 0.215319, -2.889830], [3.790097, 1.251115, 1.599452], [1.449654, 4.428543, 5.622464], [-4.511941, 4.234149, -5.097653], [4.522906, 1.296770, 5.817509], [2.181413, -1.140842, -4.132541], [1.468436, -2.369248, -6.156824], [-4.405177, 1.963876, -4.095921], [1.931222, -6.310962, 2.011311], [-5.987424, 2.303749, 1.366895], [-0.912657, -2.376080, -6.828505], [-0.262646, -5.193848, 2.212180], [-5.090702, 0.008845, 1.552664], [-2.632658, -0.366718, 1.489983], [2.356735, 4.933355, 3.382197], [1.592233, 3.637818, 1.413898], [3.973740, -4.967486, 1.614069], [3.816297, -2.521183, 1.385408], [-4.443622, 4.223877, 1.131397], [2.668884, -0.303880, 6.164129], [5.086679, 2.068774, 3.541491], [-2.011000, 3.848924, 1.056947], [-2.449835, 5.570381, -5.319607], [-0.278122, 4.666906, -4.561595], [-2.583294, -1.129317, -5.492860], [-1.039868, 1.384557, 3.943278], [1.401398, -1.157045, 4.232651], [-0.152512, 2.402407, -3.589448]], "atomic_forces_ev_per_a": [[-0.186, 0.492, 0.888], [0.034, 0.006, 0.008], [0.137, -0.159, 0.081], [0.050, -0.026, 0.001], [-0.140, 0.040, 0.149], [-0.021, 0.099, 0.020], [-0.119, -0.300, -0.068], [-0.362, -0.319, 0.513], [-0.032, -0.001, 0.069], [-0.085, 0.037, 0.194], [-0.035, -0.339, 0.191], [0.217, -0.127, -0.386], [0.023, -0.015, 0.025], [0.050, -0.015, -0.021], [-0.007, -0.095, -0.108], [0.151, -0.066, 0.017], [0.153, 0.072, -0.304], [0.042, 0.036, -0.008], [0.047, 0.047, -0.049], [0.034, 0.140, -0.046], [0.014, 0.060, 0.023], [-0.015, -0.046, 0.057], [-0.016, -0.024, -0.052], [0.063, -0.005, -0.018], [-0.017, -0.016, 0.007], [-0.111, 0.006, -0.120], [-0.050, 0.019, -0.011], [0.040, 0.127, 0.139], [0.054, 0.054, 0.003], [0.099, -0.238, -0.074], [-0.098, 0.064, -0.005], [0.016, -0.002, 0.014], [-0.010, 0.031, -0.033], [0.059, 0.040, -0.007], [0.240, 0.230, -0.583], [-0.004, 0.059, 0.016], [0.031, 0.000, -0.031], [0.004, -0.045, -0.030], [-0.013, -0.024, -0.033], [0.044, 0.043, -0.039], [-0.006, -0.038, -0.026], [0.016, -0.054, 0.220], [-0.022, -0.029, 0.003], [0.024, -0.041, -0.120], [0.033, 0.021, -0.006], [-0.085, 0.009, 0.012], [0.086, 0.224, -0.074], [-0.018, -0.019, -0.007], [-0.037, -0.017, -0.025], [0.043, -0.016, 0.012], [0.002, -0.076, 0.012], [-0.079, 0.021, -0.035], [-0.039, -0.048, 0.008], [0.108, -0.083, -0.019], [-0.236, -0.019, 0.175], [0.006, -0.001, -0.025], [0.000, 0.003, 0.020], [0.054, 0.281, -0.351], [-0.005, -0.027, 0.005], [0.000, -0.006, -0.014], [0.014, -0.003, 0.006], [-0.010, 0.003, -0.016], [-0.070, 0.033, -0.054], [-0.025, 0.004, -0.003], [0.037, -0.009, -0.007], [0.004, 0.024, -0.002], [0.010, -0.003, 0.003], [-0.001, 0.009, -0.001], [0.005, 0.011, -0.003], [0.014, 0.008, -0.003], [-0.011, 0.029, -0.013], [-0.010, -0.016, -0.014], [-0.016, -0.003, 0.007], [-0.015, 0.017, -0.001], [-0.028, 0.014, 0.014], [0.004, -0.016, 0.003], [0.000, 0.004, -0.013], [-0.021, -0.017, -0.010], [0.010, -0.034, -0.007], [0.004, -0.006, 0.001], [-0.021, 0.006, -0.002], [0.023, 0.010, 0.010], [0.006, 0.006, -0.020], [0.008, 0.003, -0.021], [-0.032, -0.001, -0.006]], "mulliken_spin": [1.716, 0.005, 0.001, -0.002, 0.004, -0.002, -0.067, 0.006, -0.037, 0.048, 0.017, 0.015, 0.000, -0.007, 0.004, 0.039, -0.021, 0.000, 0.002, 0.001, 0.002, 0.002, 0.000, -0.021, -0.001, -0.010, 0.001, 0.021, -0.001, 0.119, -0.016, 0.002, 0.004, 0.001, 0.121, 0.005, 0.029, -0.003, -0.001, 0.001, 0.003, 0.015, 0.000, 0.110, 0.001, 0.001, -0.002, 0.003, 0.000, 0.000, -0.001, -0.001, 0.000, 0.017, -0.094, 0.000, 0.007, -0.042, 0.001, 0.000, 0.000, 0.000, 0.001, 0.000, 0.000, 0.000, 0.000, 0.000, 0.000, 0.000, -0.001, 0.000, 0.001, 0.000, -0.001, 0.000, 0.000, 0.000, 0.001, 0.000, 0.000, 0.001, 0.000, 0.000, 0.002]}


| no. | largest force on an atom (eV Å⁻¹) |
| --- | --- |
| 1 | 4.15 |
| 2 | 5.36 |
| 3 | 1.03 |